Record 1
This record from the Open Molecules 2025 dataset describes a structure of composition C4H4O6V in a non-equilibrium geometry. The level of theory is ωB97M-V/def2-TZVPD.

<S²>: 6.012
Frontier orbital gap (spin up / spin down), eV: 8.8 / 5.7
Total energy, hartree: -1549.87721
HOMO (spin up / spin down), Ha: -0.51622 / -0.52084
Multiplicity: 5
E_LUMO (spin up / spin down), eV: -5.281 / -8.439
Charge: +1

Atoms and positions in Å:
O: -1.968 -0.312 0.691
C: -2.061 0.781 0.015
O: -1.413 1.812 0.222
O: -2.429 0.507 -1.204
V: 0.461 2.260 0.388
O: 2.939 -0.091 -1.050
C: 2.288 0.688 -0.384
C: -0.759 -1.099 0.834
O: 2.557 1.888 -0.071
O: 0.931 0.460 -0.213
C: 0.146 -0.969 -0.374
H: -1.104 -2.130 0.948
H: -0.291 -0.776 1.770
H: -0.278 -1.349 -1.309
H: 0.983 -1.670 -0.263

Record 2
This record from the Open Molecules 2025 dataset describes the molecule C3H9N2P3 in a non-equilibrium geometry. The level of theory is ωB97M-V/def2-TZVPD.

ΔE to the lowest compared entry with this formula, charge and spin, kJ/mol: 70.1
Frontier orbital gap, eV: 7.6
Total energy, hartree: -1253.17595
HOMO, Ha: -0.29629
E_LUMO, eV: -0.464
Charge: 0

Atoms and positions in Å:
P: -4.604 -0.538 0.180
N: -2.919 -0.231 0.084
P: -2.265 1.351 -0.091
N: -0.710 0.774 0.073
P: 0.748 1.385 0.092
C: 1.692 -0.184 0.279
C: 2.980 -0.062 -0.530
C: 3.023 -0.175 0.975
H: -4.990 0.621 -0.504
H: -4.913 -0.155 1.676
H: -2.363 -1.016 0.381
H: -2.217 1.390 -1.620
H: 0.964 -0.917 0.076
H: 3.091 0.923 -1.107
H: 3.336 -0.981 -1.150
H: 3.202 -1.074 1.500
H: 3.414 0.711 1.517

Record 3
This record from the Open Molecules 2025 dataset describes a structure of composition C19H29F4N6OTm. The level of theory is ωB97M-V/def2-TZVPD.

<S²>: 2.002
Frontier orbital gap (spin up / spin down), eV: 8.4 / 8.3
Total energy, hartree: -2629.42084
HOMO (spin up / spin down), Ha: -0.48902 / -0.48909
Multiplicity: 3
E_LUMO (spin up / spin down), eV: -4.922 / -5.047
Charge: +2

Atoms and positions in Å:
Tm: -0.274 0.735 -0.588
C: 2.462 2.335 -0.538
N: 1.972 1.087 0.081
C: 2.766 -0.056 -0.430
C: 2.052 1.132 1.584
C: 0.704 1.403 2.244
N: -0.284 0.579 1.557
C: -1.444 0.142 2.150
C: -2.299 -0.623 1.350
F: -1.842 -0.838 0.026
C: -3.508 -1.155 1.727
F: -4.213 -1.856 0.841
C: -3.965 -0.931 3.011
C: -3.160 -0.170 3.843
F: -3.561 0.087 5.080
C: -1.940 0.361 3.442
F: -1.249 1.106 4.316
H: 3.516 2.503 -0.300
H: 1.885 3.185 -0.174
H: 2.362 2.272 -1.625
H: 3.821 0.054 -0.162
H: 2.692 -0.104 -1.518
H: 2.395 -0.984 0.006
H: 2.802 1.871 1.877
H: 2.412 0.158 1.911
H: 0.452 2.473 2.199
H: 0.801 1.169 3.304
H: -4.906 -1.331 3.357
C: -0.297 -2.050 -5.831
N: -0.231 -1.013 -4.798
C: -0.364 0.338 -5.001
C: -0.282 0.918 -3.776
N: -0.105 -0.070 -2.814
C: -0.090 -1.216 -3.487
H: 0.104 -1.642 -6.754
H: -1.330 -2.357 -5.976
H: 0.312 -2.894 -5.520
H: -0.485 0.750 -5.987
H: -0.334 1.966 -3.528
H: 0.032 -2.199 -3.060
C: -4.329 3.707 0.549
N: -3.358 3.044 -0.327
C: -3.808 1.783 -0.895
C: -2.097 3.477 -0.458
O: -1.149 2.642 -0.730
N: -1.787 4.761 -0.285
C: -2.705 5.861 -0.598
C: -0.397 5.147 -0.067
H: -4.812 2.935 1.147
H: -5.094 4.242 -0.012
H: -3.814 4.390 1.217
H: -4.690 1.953 -1.511
H: -4.065 1.076 -0.103
H: -3.039 1.345 -1.530
H: -3.573 5.488 -1.131
H: -2.178 6.558 -1.249
H: -3.019 6.385 0.304
H: 0.100 4.409 0.558
H: -0.389 6.100 0.457
H: 0.137 5.259 -1.013

Record 4
This record from the Open Molecules 2025 dataset describes the molecule H5NOSSi in a non-equilibrium geometry. The level of theory is ωB97M-V/def2-TZVPD.

ΔE to the lowest compared entry with this formula, charge and spin, kJ/mol: 68.8
Frontier orbital gap, eV: 9.3
Total energy, hartree: -820.74141
HOMO, Ha: -0.32300
E_LUMO, eV: 0.522
Charge: 0

Atoms and positions in Å:
N: 1.191 0.669 -0.005
Si: -0.211 -0.050 0.481
O: -1.202 1.075 1.176
S: -1.583 -0.578 -1.492
H: 1.881 0.204 -0.546
H: 1.638 1.216 0.726
H: -0.308 -1.278 1.322
H: -1.725 1.872 1.116
H: -0.582 0.074 -2.128

- Among the records above, which one has the lowest total energy?
  C19H29F4N6OTm

Copy entry 1 word for word.
This record from the Open Molecules 2025 dataset describes a structure of composition C4H4O6V in a non-equilibrium geometry. The level of theory is ωB97M-V/def2-TZVPD.

<S²>: 6.012
Frontier orbital gap (spin up / spin down), eV: 8.8 / 5.7
Total energy, hartree: -1549.87721
HOMO (spin up / spin down), Ha: -0.51622 / -0.52084
Multiplicity: 5
E_LUMO (spin up / spin down), eV: -5.281 / -8.439
Charge: +1

Atoms and positions in Å:
O: -1.968 -0.312 0.691
C: -2.061 0.781 0.015
O: -1.413 1.812 0.222
O: -2.429 0.507 -1.204
V: 0.461 2.260 0.388
O: 2.939 -0.091 -1.050
C: 2.288 0.688 -0.384
C: -0.759 -1.099 0.834
O: 2.557 1.888 -0.071
O: 0.931 0.460 -0.213
C: 0.146 -0.969 -0.374
H: -1.104 -2.130 0.948
H: -0.291 -0.776 1.770
H: -0.278 -1.349 -1.309
H: 0.983 -1.670 -0.263

- Number 3 is which compound?
  C19H29F4N6OTm

What did the fourth record say?
This record from the Open Molecules 2025 dataset describes the molecule H5NOSSi in a non-equilibrium geometry. The level of theory is ωB97M-V/def2-TZVPD.

ΔE to the lowest compared entry with this formula, charge and spin, kJ/mol: 68.8
Frontier orbital gap, eV: 9.3
Total energy, hartree: -820.74141
HOMO, Ha: -0.32300
E_LUMO, eV: 0.522
Charge: 0

Atoms and positions in Å:
N: 1.191 0.669 -0.005
Si: -0.211 -0.050 0.481
O: -1.202 1.075 1.176
S: -1.583 -0.578 -1.492
H: 1.881 0.204 -0.546
H: 1.638 1.216 0.726
H: -0.308 -1.278 1.322
H: -1.725 1.872 1.116
H: -0.582 0.074 -2.128